Here is a 13-piece molecular cluster, C13H52N26O13 overall in a non-equilibrium geometry from the OMol25 dataset. Energies are from ωB97M-V with the def2-TZVPD basis set.

The HOMO-LUMO gap is 0.34808 Ha. The relative energy (zero: lowest compared OMol25 entry of this formula, charge and spin) is 62.09 kcal/mol. The value obtained for the LUMO energy is -0.0024 Eh.

Structure (XYZ):
```
104
C13H52N26O13 (ωB97M-V with the def2-TZVPD basis set)
C -0.02 3.49 1.09
O -0.98 4.16 0.85
N -0.14 2.28 1.71
N 1.26 4.05 0.88
H 0.68 1.90 2.17
H -1.04 2.21 2.13
H 1.40 4.76 0.18
H 2.07 3.45 0.99
C -2.59 -3.46 0.51
O -2.98 -2.29 0.64
N -3.42 -4.47 0.77
N -1.32 -3.83 0.17
H -3.30 -5.41 0.40
H -4.38 -4.25 0.90
H -0.91 -2.96 -0.20
H -1.01 -4.73 -0.20
C 0.32 -3.53 -3.97
O 0.83 -4.12 -4.94
N 0.74 -2.29 -3.57
N -0.78 -4.16 -3.24
H 0.21 -1.63 -2.94
H 1.43 -1.79 -4.12
H -1.50 -3.61 -2.80
H -1.21 -4.93 -3.78
C -0.12 -0.63 3.82
O 1.02 -0.26 3.52
N -0.66 -2.02 3.31
N -0.99 0.14 4.60
H -0.20 -2.32 2.46
H -1.68 -2.08 3.17
H -0.76 1.04 4.95
H -2.00 -0.10 4.60
C 5.19 -1.48 -1.46
O 5.90 -0.80 -2.17
N 4.96 -1.04 -0.13
N 4.47 -2.54 -2.06
H 5.72 -0.45 0.22
H 4.37 -1.59 0.47
H 4.58 -2.54 -3.03
H 3.52 -2.79 -1.85
C 3.45 0.94 2.57
O 2.93 1.30 1.54
N 3.67 1.90 3.53
N 3.59 -0.33 2.93
H 3.09 2.67 3.26
H 3.39 1.68 4.47
H 3.97 -0.67 3.79
H 3.21 -1.01 2.30
C -5.02 -0.37 -2.05
O -5.61 0.30 -2.93
N -3.71 -0.84 -2.36
N -5.46 -0.63 -0.83
H -3.06 -1.44 -1.85
H -3.61 -0.82 -3.36
H -4.81 -1.03 -0.14
H -6.24 -0.09 -0.51
C 3.17 -4.10 1.14
O 3.05 -2.91 1.30
N 4.22 -4.47 0.36
N 2.48 -5.03 1.75
H 4.73 -3.68 0.00
H 4.04 -5.28 -0.22
H 2.77 -5.99 1.77
H 1.83 -4.70 2.44
C -3.75 3.12 -0.81
O -3.58 2.25 0.00
N -4.30 2.96 -1.97
N -3.39 4.38 -0.47
H -4.80 2.10 -2.12
H -4.74 3.64 -2.56
H -3.06 4.95 -1.23
H -2.72 4.45 0.28
C 0.03 5.03 -2.20
O -0.90 5.75 -2.35
N 1.30 5.53 -1.81
N -0.12 3.66 -2.33
H 1.46 6.53 -1.76
H 2.14 5.08 -2.18
H 0.68 3.08 -2.38
H -0.94 3.08 -2.49
C 3.33 2.13 -2.71
O 2.98 3.25 -3.01
N 2.48 1.31 -1.88
N 4.50 1.57 -3.16
H 1.82 1.81 -1.28
H 2.98 0.58 -1.33
H 4.88 0.70 -2.77
H 5.10 2.30 -3.49
C -3.87 0.66 3.28
O -3.99 -0.10 4.30
N -4.50 1.89 3.30
N -3.11 0.46 2.19
H -4.96 2.21 4.11
H -4.50 2.37 2.45
H -2.71 -0.46 2.08
H -2.94 1.10 1.44
C -0.46 -0.59 -0.37
O -0.64 -1.44 -1.24
N 0.29 -0.89 0.68
N -1.20 0.53 -0.32
H 1.12 -1.43 0.37
H 0.41 -0.15 1.40
H -1.08 1.32 0.29
H -2.00 0.47 -0.92
```

Atom charges from the Mulliken analysis, given in e for atoms 1 to 99: 0.499, -0.676, -0.073, -0.351, -0.195, 0.156, 0.366, 0.172, 0.371, -0.517, -0.463, -0.145, 0.195, 0.270, -0.171, 0.299, 0.398, -0.668, -0.203, -0.345, 0.206, 0.215, 0.196, 0.257, 0.312, -0.449, -0.469, -0.251, 0.244, 0.311, 0.200, 0.112, 0.244, -0.737, -0.058, -0.355, 0.213, 0.137, 0.299, 0.184, 0.523, -0.409, -0.642, -0.195, 0.287, 0.274, 0.186, 0.052, 0.343, -0.735, -0.189, -0.240, 0.018, 0.182, 0.193, 0.260, 0.406, -0.535, -0.483, -0.402, 0.184, 0.237, 0.189, 0.269, 0.288, -0.569, -0.297, -0.513, 0.141, 0.218, 0.272, 0.436, 0.435, -0.603, -0.424, -0.041, 0.206, 0.281, -0.041, 0.113, 0.453, -0.661, -0.115, -0.342, 0.146, 0.102, 0.240, 0.251, 0.490, -0.808, -0.335, 0.800, 0.197, 0.190, -0.518, 0.032, -0.413, -0.550, 1.795